Below is a structure of composition C11H46O14S3 in a non-equilibrium geometry, with properties calculated with ωB97M-V with the def2-TZVPD basis set.

Each line ends with the Löwdin charge.
Element x y z (Å)
O  -2.6087  -2.0004  2.3283  -0.45
S  -3.9552  -1.6256  1.6590  0.90
O  -4.0512  -2.1920  0.0537  -0.80
S  -3.1805  -1.2086  -1.0331  0.75
O  -4.3178  0.0350  1.7981  -0.77
S  -2.8678  0.9880  1.8077  0.74
H  -1.8542  -1.0187  -0.5915  -0.09
H  -2.9102  1.6166  0.5216  -0.07
C  0.5538  2.3050  -0.0722  -0.14
O  0.1916  1.3469  0.9052  -0.18
H  -0.3076  2.9444  -0.2792  0.08
H  1.3773  2.9170  0.3038  0.05
H  0.8548  1.7944  -0.9902  0.08
H  0.9751  0.7945  1.0681  0.09
C  -6.0198  -4.3797  -2.7107  -0.14
O  -5.0699  -4.6156  -1.6878  -0.14
H  -6.6212  -5.2809  -2.8517  0.08
H  -6.6708  -3.5514  -2.4207  0.08
H  -5.5015  -4.1408  -3.6425  0.08
H  -4.5514  -3.7994  -1.5854  0.05
C  3.2071  5.1295  -1.0015  -0.13
O  2.8449  4.1715  -0.0241  -0.15
H  2.3457  5.7689  -1.2085  0.09
H  4.0305  5.7416  -0.6255  0.07
H  3.5081  4.6190  -1.9195  0.07
H  3.6283  3.6190  0.1388  0.05
C  -3.6860  -0.6398  -4.7913  -0.17
O  -3.9501  0.4919  -3.9827  -0.15
H  -2.6086  -0.8202  -4.8089  0.08
H  -4.1928  -1.5133  -4.3739  0.06
H  -4.0385  -0.4523  -5.8085  0.08
H  -4.9130  0.6273  -3.9862  0.09
C  -4.4879  -8.1692  -0.9062  -0.17
O  -3.6400  -7.1057  -1.2990  -0.14
H  -3.9014  -8.9043  -0.3501  0.08
H  -5.2855  -7.7834  -0.2667  0.07
H  -4.9148  -8.6429  -1.7936  0.07
H  -4.1877  -6.4697  -1.7899  0.04
C  -4.1521  -2.7301  5.8329  -0.16
O  -4.7379  -2.2057  4.6555  -0.15
H  -4.9267  -2.8435  6.5949  0.08
H  -3.7101  -3.7060  5.6176  0.08
H  -3.3844  -2.0427  6.1964  0.08
H  -4.0271  -2.1161  3.9980  0.00
C  7.0534  6.6438  -0.6603  -0.17
O  6.3774  6.7085  -1.9026  -0.14
H  6.3627  6.9328  0.1353  0.08
H  7.4001  5.6223  -0.4859  0.07
H  7.9025  7.3315  -0.6703  0.08
H  7.0148  6.4471  -2.5889  0.09
C  0.7208  -3.4394  0.4493  -0.16
O  0.4567  -2.3077  1.2579  -0.14
H  1.7982  -3.6198  0.4317  0.08
H  0.2140  -4.3129  0.8667  0.08
H  0.3683  -3.2519  -0.5679  0.07
H  -0.5062  -2.1723  1.2545  0.03
C  -0.0011  0.5017  4.5555  -0.16
O  0.6295  1.7006  4.1441  -0.13
H  0.1039  0.3985  5.6380  0.08
H  -1.0620  0.5395  4.2963  0.05
H  0.4752  -0.3493  4.0626  0.08
H  0.5201  1.7650  3.1801  0.05
C  5.4732  1.7923  2.2230  -0.14
O  4.8875  2.3167  1.0457  -0.14
H  4.6986  1.6790  2.9850  0.09
H  5.9152  0.8165  2.0077  0.08
H  6.2409  2.4798  2.5865  0.08
H  5.5982  2.4063  0.3881  0.09
C  5.4904  2.8501  -3.8503  -0.16
O  6.1266  3.4754  -2.7510  -0.14
H  6.2155  2.2175  -4.3676  0.08
H  4.6628  2.2336  -3.4911  0.08
H  5.1185  3.6126  -4.5391  0.08
H  5.4592  4.0297  -2.3118  0.04

Its orbital gap is 0.3441 Ha. As for the HOMO energy: -9.650 eV. Its lowest unoccupied orbital energy is -0.286 eV.

---

Below is the ion C18H21BrClO3 with charge -1 in a non-equilibrium geometry, with properties calculated with ωB97M-V with the def2-TZVPD basis set.

Each line ends with the natural charge from an NBO analysis.
Element x y z (Å)
C  2.3675  -2.7746  1.3379  -0.62
C  2.2066  -3.3169  -0.1946  -0.40
C  0.9901  -2.5465  -0.9160  -0.42
C  1.4414  -1.2924  -1.8321  -0.26
C  0.7944  -1.3105  -3.3203  -0.62
C  1.1150  0.0939  -1.0511  0.01
C  2.3651  0.9753  -0.6724  -0.30
C  2.2292  2.3264  0.1131  -0.18
C  0.7897  2.7706  0.4916  -0.16
C  -0.5063  1.9237  0.0763  -0.04
C  -0.3694  0.5249  -0.7109  -0.05
C  -1.5780  -0.4129  -1.1405  -0.51
C  -2.5994  -0.7755  0.0509  -0.14
C  -1.9141  -0.9879  1.4872  -0.65
Cl  -3.3986  -2.3981  -0.4370  -0.15
C  -1.9246  2.6257  0.5330  0.21
O  -3.0664  2.7057  -0.1706  -0.61
C  -1.8484  3.3404  1.9661  0.28
O  -2.9333  3.3012  2.9246  -0.72
C  -0.6596  4.0780  2.3431  -0.45
C  0.5868  4.1257  1.3328  0.53
O  1.3474  5.1413  1.2108  -0.62
H  1.3713  -2.7529  1.8999  0.21
H  2.7613  -1.6974  1.3077  0.22
H  3.1004  -3.4938  1.8603  0.20
H  1.9315  -4.4424  -0.1908  0.20
H  3.2100  -3.1473  -0.7243  0.20
H  0.3158  -3.2795  -1.5116  0.21
H  0.3082  -2.1412  -0.0737  0.22
H  2.5890  -1.3345  -1.9988  0.21
H  1.5426  -0.8282  -4.0464  0.21
H  0.4944  -2.3800  -3.6111  0.21
H  -0.1650  -0.6626  -3.3965  0.22
H  3.4469  0.6584  -0.9117  0.21
H  3.1189  2.9663  0.4331  0.24
H  -1.2303  -1.4154  -1.6088  0.24
H  -2.1210  0.1303  -1.9954  0.27
H  -3.4659  -0.0521  0.1868  0.25
H  -1.1441  -1.8313  1.3991  0.20
H  -1.3992  -0.0456  1.8987  0.24
H  -2.7474  -1.3209  2.2099  0.22
H  -2.6700  2.5758  3.5492  0.48
H  -0.6020  4.6252  3.3506  0.23
Br  -4.0804  1.7518  -1.4480  -0.03

The SMILES is CCC[C@@H](C)c1ccc2c([O-])cc(O)c(OBr)c2c1C[C@H](C)Cl. Its orbital gap is 0.1879 Ha. As for the HOMO energy: -2.870 eV. Its energy above the lowest of the compared OMol25 structures with the same formula, charge and spin is 777.7 kJ/mol. Its lowest unoccupied orbital energy is 2.243 eV. As for the charge: -1.

---

Below is a structure of composition C72H162F4KN11O8S4 in a non-equilibrium geometry, with properties calculated with ωB97M-V with the def2-TZVPD basis set.

Each line ends with the Löwdin charge.
Element x y z (Å)
K  -3.5642  -2.4336  1.5277  0.84
C  2.7828  -0.5184  4.2455  -0.10
C  4.2974  -0.5925  4.1570  -0.20
C  4.9569  0.8674  4.0383  -0.09
N  6.4833  0.7480  3.7406  -0.23
C  7.1977  0.0653  4.8729  0.04
C  6.7822  0.0799  2.3198  -0.06
C  8.1103  0.7298  1.8056  -0.12
C  8.2925  1.9942  2.6650  -0.12
C  7.0266  2.2074  3.5267  -0.09
H  2.4312  -1.5427  4.1219  0.07
H  2.3404  0.1386  3.4966  0.08
H  2.5336  -0.0648  5.2048  0.07
H  4.4118  -0.9833  3.1460  0.07
H  4.8161  -1.3113  4.7914  0.12
H  4.8215  1.3789  4.9913  0.13
H  4.3981  1.4869  3.3368  0.12
H  8.2774  0.1496  4.7497  0.12
H  6.9650  -0.9989  4.8357  0.11
H  6.9716  0.5486  5.8233  0.12
H  6.6428  -1.0007  2.3492  0.11
H  6.0231  0.4676  1.6404  0.12
H  8.8934  -0.0111  1.9669  0.13
H  8.1234  1.0497  0.7637  0.12
H  9.1180  1.8206  3.3554  0.13
H  8.3676  2.8724  2.0237  0.13
H  7.1158  2.6783  4.5056  0.13
H  6.3026  2.7743  2.9413  0.11
C  -8.4916  1.3377  6.6102  -0.07
C  -7.4862  1.1879  5.4840  -0.24
C  -7.3538  2.3369  4.5040  -0.09
N  -5.9826  2.3191  3.7486  -0.21
C  -5.9363  0.9943  2.8771  0.06
C  -4.7470  2.3387  4.6775  -0.09
C  -3.6365  3.1875  3.9690  -0.12
C  -4.3349  3.6997  2.6135  -0.11
C  -5.8519  3.6174  2.9256  -0.07
H  -8.5407  2.2685  7.1753  0.09
H  -8.3377  0.6383  7.4319  0.09
H  -9.5239  1.1602  6.3086  0.10
H  -7.6887  0.2097  5.0479  0.11
H  -6.4788  1.0584  5.8797  0.09
H  -7.3345  3.2762  5.0568  0.14
H  -8.1404  2.5022  3.7677  0.15
H  -6.7753  0.9193  2.1854  0.12
H  -5.9573  0.1728  3.5932  0.09
H  -4.9883  0.9052  2.3465  0.07
H  -4.5051  1.3093  4.9416  0.10
H  -4.9922  2.9388  5.5538  0.14
H  -2.7164  2.6206  3.8271  0.06
H  -3.1659  3.9246  4.6197  0.11
H  -4.0594  2.9343  1.8880  0.08
H  -4.1392  4.7219  2.2896  0.12
H  -6.4434  3.5712  2.0112  0.15
H  -6.1068  4.4718  3.5526  0.15
C  -3.5739  8.5208  -3.8355  -0.06
C  -3.5069  7.2444  -2.9115  -0.20
C  -2.0464  6.6698  -2.8788  -0.08
N  -1.9530  5.2681  -2.1464  -0.21
C  -2.2540  5.3033  -0.6197  0.03
C  -2.8193  4.1687  -2.8575  -0.07
C  -2.1398  2.8205  -2.5657  -0.13
C  -0.5997  3.1369  -2.3600  -0.14
C  -0.4920  4.6645  -2.3130  -0.08
H  -3.0559  9.3551  -3.3625  0.08
H  -4.6148  8.8215  -3.7167  0.09
H  -3.3309  8.5690  -4.8970  0.09
H  -4.2347  6.4799  -3.1837  0.10
H  -3.7680  7.5164  -1.8888  0.10
H  -1.4946  7.4193  -2.3115  0.13
H  -1.6538  6.4295  -3.8668  0.13
H  -1.8784  4.3924  -0.1534  0.07
H  -3.3185  5.4766  -0.4618  0.10
H  -1.6161  6.0714  -0.1825  0.10
H  -3.8468  4.2530  -2.5036  0.13
H  -2.6866  4.3792  -3.9187  0.14
H  -2.5437  2.2162  -1.7535  0.09
H  -2.3090  2.2222  -3.4610  0.10
H  -0.2935  2.6819  -1.4180  0.08
H  0.0766  2.8750  -3.1736  0.10
H  0.1489  5.1492  -1.5764  0.13
H  -0.1072  4.9399  -3.2949  0.13
C  6.4196  -1.9739  -1.1738  -0.10
C  5.7744  -2.8246  -0.1496  -0.23
C  4.3669  -3.2625  -0.6985  -0.07
N  3.4886  -3.9795  0.3767  -0.21
C  4.0657  -5.4135  0.8843  0.12
C  2.1024  -4.2704  -0.2181  -0.10
C  1.0912  -4.1100  0.9061  -0.16
C  1.7519  -3.3832  2.0728  -0.15
C  3.1930  -3.0341  1.5728  -0.09
H  6.3739  -2.4581  -2.1493  0.10
H  7.4639  -1.8901  -0.8727  0.10
H  5.9693  -0.9845  -1.2540  0.07
H  5.6674  -2.3142  0.8076  0.08
H  6.4878  -3.6315  0.0181  0.13
H  4.3793  -4.0024  -1.4988  0.15
H  3.7547  -2.4274  -1.0389  0.11
H  4.1810  -5.9418  -0.0621  0.11
H  3.4156  -5.8630  1.6349  0.12
H  5.0704  -5.2114  1.2556  0.10
H  2.1400  -5.1914  -0.7998  0.12
H  1.9534  -3.5438  -1.0168  0.11
H  0.8439  -5.1129  1.2540  0.11
H  0.0916  -3.7270  0.7005  0.08
H  1.6852  -3.7532  3.0959  0.12
H  1.1667  -2.4671  2.1533  0.07
H  3.9290  -3.2922  2.3342  0.12
H  3.2121  -1.9971  1.2376  0.12
C  -2.6171  -1.2695  -4.1220  -0.08
C  -2.1513  -2.0609  -5.3552  -0.21
C  -3.3350  -2.1219  -6.3286  -0.11
N  -3.0748  -2.4676  -7.8495  -0.20
C  -2.7697  -3.9978  -7.8945  0.06
C  -1.8651  -1.6425  -8.3599  -0.10
C  -2.1269  -1.3101  -9.8483  -0.14
C  -3.6393  -1.1998  -9.9696  -0.13
C  -4.2024  -2.1494  -8.8894  -0.06
H  -2.6568  -0.2044  -4.3501  0.07
H  -1.9459  -1.3029  -3.2638  0.04
H  -3.5576  -1.6780  -3.7523  0.07
H  -1.8999  -3.1076  -5.1838  0.09
H  -1.2723  -1.5682  -5.7707  0.09
H  -3.7374  -1.1126  -6.4148  0.12
H  -4.1717  -2.7253  -5.9764  0.13
H  -2.4507  -4.1899  -8.9189  0.12
H  -3.7348  -4.3967  -7.5823  0.11
H  -1.9430  -4.3083  -7.2555  0.09
H  -0.9576  -2.2256  -8.2033  0.13
H  -1.8008  -0.7028  -7.8112  0.12
H  -1.7801  -2.1322  -10.4744  0.13
H  -1.6922  -0.3394  -10.0869  0.13
H  -3.9937  -1.4227  -10.9760  0.14
H  -3.9755  -0.1900  -9.7340  0.12
H  -4.5527  -3.0840  -9.3275  0.13
H  -5.0684  -1.6600  -8.4438  0.13
C  -0.1831  4.8501  2.4754  -0.06
C  1.3009  5.3368  2.3419  -0.24
C  1.8506  6.2158  3.4168  -0.12
N  3.3732  6.3759  3.3185  -0.23
C  3.8314  7.1061  2.0146  0.07
C  3.8765  7.2793  4.5145  -0.06
C  5.3379  6.8789  4.7968  -0.10
C  5.3811  5.3959  4.3940  -0.17
C  4.2066  5.0589  3.4980  -0.10
H  -0.7983  5.7496  2.4521  0.09
H  -0.2807  4.1526  3.3073  0.07
H  -0.4747  4.2768  1.5953  0.04
H  1.3397  5.8536  1.3831  0.10
H  1.9775  4.5119  2.1184  0.10
H  1.6977  5.7841  4.4059  0.13
H  1.4259  7.2118  3.2919  0.15
H  3.2491  8.0118  1.8449  0.12
H  3.5846  6.4044  1.2179  0.09
H  4.9099  7.2126  2.1307  0.12
H  3.6878  8.3483  4.4150  0.15
H  3.2582  6.9088  5.3322  0.13
H  6.0257  7.5056  4.2291  0.13
H  5.5076  6.8816  5.8735  0.14
H  6.3418  5.0997  3.9727  0.11
H  5.2802  4.7337  5.2538  0.11
H  4.4704  4.8041  2.4716  0.12
H  3.5379  4.3923  4.0427  0.12
C  -2.7686  -10.0770  -1.9363  -0.06
C  -2.5677  -8.7989  -1.1182  -0.22
C  -2.7703  -7.5398  -1.9747  -0.10
N  -2.7789  -6.1494  -1.2978  -0.18
C  -1.6808  -6.0653  -0.1810  0.05
C  -4.2000  -5.9096  -0.6900  -0.09
C  -5.0693  -5.2544  -1.7405  -0.12
C  -4.0638  -4.3419  -2.3938  -0.18
C  -2.6822  -4.9599  -2.3217  -0.07
H  -3.7575  -10.1639  -2.3865  0.09
H  -2.5749  -10.9578  -1.3241  0.10
H  -2.1438  -10.1062  -2.8290  0.09
H  -1.6008  -8.9475  -0.6375  0.11
H  -3.2520  -8.6397  -0.2849  0.10
H  -3.5990  -7.6442  -2.6750  0.15
H  -1.8836  -7.4297  -2.5990  0.11
H  -1.8764  -5.1651  0.4016  0.07
H  -0.7663  -5.9610  -0.7648  0.08
H  -1.6632  -6.9573  0.4453  0.11
H  -4.0672  -5.2220  0.1453  0.09
H  -4.6273  -6.8180  -0.2652  0.14
H  -5.9086  -4.7703  -1.2412  0.14
H  -5.3225  -5.8984  -2.5827  0.14
H  -3.9691  -3.3667  -1.9161  0.09
H  -4.3551  -4.1148  -3.4193  0.12
H  -1.9522  -4.1940  -2.0599  0.10
H  -2.4340  -5.4710  -3.2519  0.13
C  -3.3615  2.3412  9.7225  -0.06
C  -2.1626  1.4834  9.1458  -0.18
C  -2.3841  1.3641  7.5890  -0.12
N  -1.3624  0.4954  6.8025  -0.21
C  0.0530  1.1687  7.0829  0.06
C  -1.5401  0.4129  5.3395  -0.15
C  -0.9152  -0.8872  4.8278  -0.16
C  -1.0957  -1.8871  5.9935  -0.12
C  -1.3570  -1.0238  7.2593  -0.02
H  -4.2781  1.8510  9.3943  0.07
H  -3.3060  3.3625  9.3459  0.08
H  -3.3568  2.3589  10.8124  0.10
H  -2.2688  0.4924  9.5870  0.11
H  -1.2207  1.9402  9.4495  0.11
H  -2.3810  2.3483  7.1206  0.12
H  -3.3717  0.9480  7.3899  0.12
H  0.3387  0.8754  8.0930  0.10
H  0.1029  2.2526  6.9798  0.11
H  0.7701  0.6649  6.4347  0.07
H  -1.1738  1.2812  4.7919  0.12
H  -2.6130  0.2403  5.2545  0.12
H  0.1699  -0.7937  4.7847  0.08
H  -1.1917  -1.2865  3.8520  0.10
H  -0.2547  -2.5740  6.0885  0.12
H  -1.9154  -2.5676  5.7630  0.11
H  -0.6280  -1.1754  8.0553  0.14
H  -2.3241  -1.3006  7.6792  0.14
C  4.5166  -1.3101  -9.1073  -0.07
C  3.3773  -0.6372  -8.2963  -0.21
C  3.7734  -0.8177  -6.8457  -0.15
N  2.9857  0.0069  -5.8379  -0.22
C  2.8938  1.5404  -6.1565  0.08
C  1.5988  -0.5900  -5.5450  -0.10
C  1.2375  -0.3018  -4.1331  -0.17
C  2.5638  -0.1339  -3.4396  -0.15
C  3.6960  -0.2238  -4.4552  -0.06
H  4.4943  -2.3999  -9.1107  0.09
H  5.4917  -1.0602  -8.6893  0.08
H  4.5619  -0.9534  -10.1363  0.09
H  2.4664  -1.1594  -8.5890  0.11
H  3.2963  0.3897  -8.6528  0.11
H  4.7610  -0.3903  -6.6724  0.13
H  3.8057  -1.8882  -6.6428  0.15
H  2.7586  2.0351  -5.1947  0.10
H  2.1665  1.6800  -6.9563  0.11
H  3.9040  1.7930  -6.4786  0.11
H  0.8296  -0.2677  -6.2469  0.13
H  1.8177  -1.6475  -5.6930  0.13
H  0.5733  0.5584  -4.0491  0.10
H  0.6098  -1.0692  -3.6803  0.10
H  2.5412  0.8060  -2.8880  0.11
H  2.7471  -0.8080  -2.6030  0.10
H  4.3977  0.6086  -4.4036  0.13
H  4.2975  -1.1324  -4.4252  0.14
N  -1.5955  -0.8955  0.6264  -0.35
S  -1.2800  0.6380  1.3248  0.50
O  -1.6280  1.7306  0.5415  -0.24
O  -0.1729  0.7522  2.2625  -0.26
F  -2.4479  0.6827  2.3837  -0.20
S  -0.3900  -0.7801  -0.3317  0.40
O  0.9491  -1.0579  0.1657  -0.26
O  -0.4980  0.1148  -1.4207  -0.24
F  -0.6989  -2.1420  -1.1223  -0.20
N  0.7739  -5.8369  -2.9118  -0.29
S  0.7134  -5.0721  -4.1555  0.45
O  -0.2903  -5.3480  -5.2187  -0.30
O  1.8992  -4.2583  -4.5937  -0.33
F  -0.1114  -3.8790  -3.4212  -0.28
S  1.2624  -7.2804  -3.5920  0.60
O  2.2391  -7.1959  -4.7093  -0.25
O  0.2665  -8.2944  -3.8109  -0.24
F  2.1356  -7.9444  -2.3827  -0.19

Its orbital gap is 0.2542 Ha. As for the HOMO energy: -21.941 eV. Its lowest unoccupied orbital energy is -15.024 eV. As for the charge: +8.

---

Question: Among the records above, which one has the highest lowest unoccupied orbital energy?
Answer: C18H21BrClO3

---

Question: The lowest orbital gap belongs to which entry?
Answer: C18H21BrClO3

---

Question: Among the records above, which one has the lowest lowest unoccupied orbital energy?
Answer: C72H162F4KN11O8S4